(1)
{"formula": "H18O9", "method": "the ωB97M-V functional and the def2-TZVPD basis", "elements": ["H", "H", "H", "H", "H", "H", "H", "H", "H", "H", "H", "H", "H", "H", "H", "H", "H", "H", "O", "O", "O", "O", "O", "O", "O", "O", "O"], "xyz": [[-0.71133, -1.33672, 0.17320], [0.19694, -0.12336, 0.05975], [-3.80657, -1.33590, -4.44071], [-3.52629, -0.13837, -3.54774], [3.02938, 1.91386, 0.93758], [4.32274, 1.61673, 1.67851], [-3.94498, -2.81189, 3.15267], [-2.48231, -3.21275, 3.05300], [1.36899, -1.04452, 1.41928], [0.00100, -0.50858, 1.80840], [-1.27950, 2.16413, -0.81946], [-0.68883, 2.31674, -2.21153], [-0.35157, -1.92401, -1.33956], [0.33305, -1.19282, -2.48267], [-0.56851, 3.57346, 1.28629], [-0.50032, 2.07364, 1.52278], [3.83392, -0.07926, -0.23126], [4.78874, -0.35279, 0.91920], [-0.49745, -0.59938, -0.40954], [-3.51318, -1.10211, -3.55288], [3.80014, 1.33544, 0.91907], [-3.07117, -2.45591, 2.95590], [0.94012, -0.40486, 1.99885], [-1.48396, 2.50123, -1.69898], [-0.46215, -1.17679, -1.93824], [-0.43675, 2.73681, 0.82624], [4.70984, -0.43204, -0.03814]], "homo_energy_ev": -7.191, "multiplicity": 1, "lumo_energy_ev": -0.05}

(2)
{"formula": "C14H32Cl6N2O4", "method": "the ωB97M-V functional and the def2-TZVPD basis", "elements": ["C", "C", "C", "C", "C", "C", "H", "H", "H", "H", "H", "H", "H", "H", "H", "H", "H", "H", "H", "H", "Cl", "C", "C", "Cl", "H", "H", "H", "H", "Cl", "C", "C", "Cl", "H", "H", "H", "H", "Cl", "C", "C", "Cl", "H", "H", "H", "H", "C", "N", "O", "O", "H", "H", "H", "C", "N", "O", "O", "H", "H", "H"], "xyz": [[4.95658, 4.11625, 5.47592], [6.34843, 4.41206, 4.89140], [6.30367, 5.31765, 3.60568], [5.85233, 4.67743, 2.26271], [4.43087, 5.09782, 1.91663], [4.24263, 6.68750, 1.78216], [4.36500, 5.01043, 5.67231], [4.87845, 3.67947, 6.47152], [4.41262, 3.37934, 4.88499], [6.87502, 4.77482, 5.77413], [6.90160, 3.50460, 4.64929], [7.35349, 5.61077, 3.59867], [5.78730, 6.25780, 3.79955], [6.54018, 4.92854, 1.45531], [5.89030, 3.59355, 2.37162], [4.11635, 4.66336, 0.96772], [3.77652, 4.65282, 2.66624], [4.37591, 7.23850, 2.71315], [5.05608, 7.01217, 1.13333], [3.30046, 7.00092, 1.33250], [5.84610, 2.74418, 8.40473], [7.24837, 3.51367, 9.26655], [6.78336, 4.93094, 9.67276], [6.60032, 6.04360, 8.35364], [8.11141, 3.58900, 8.60503], [7.48512, 2.89896, 10.13496], [7.57089, 5.31836, 10.31913], [5.97633, 4.95835, 10.40493], [10.80031, 2.14279, 8.04994], [12.01196, 3.16442, 7.25746], [11.31431, 4.41913, 6.74174], [10.85104, 5.49721, 8.02327], [12.33377, 2.58375, 6.39295], [12.75579, 3.44440, 8.00340], [10.41163, 4.18350, 6.17805], [11.99091, 4.89774, 6.03376], [7.34255, 8.60382, 6.85499], [6.64577, 7.93361, 5.36427], [5.85778, 8.97479, 4.65152], [5.77832, 8.52567, 2.93719], [5.92241, 7.14981, 5.58903], [7.48723, 7.49004, 4.83201], [6.46003, 9.88317, 4.63630], [4.90280, 8.96990, 5.17697], [8.24027, 4.65608, 6.49698], [8.72468, 5.49529, 5.35666], [8.02221, 6.37590, 4.94412], [9.86050, 5.39933, 4.96155], [8.95815, 4.55101, 7.31042], [7.99262, 3.77714, 5.90180], [7.25495, 4.95993, 6.85044], [5.81688, 1.77077, 6.11036], [7.27298, 2.31410, 6.08152], [7.85586, 2.22268, 7.18348], [7.81482, 2.62596, 5.03321], [5.15955, 2.60966, 6.33907], [5.72689, 1.09530, 6.96110], [5.82719, 1.31696, 5.11938]], "homo_energy_ev": -9.366, "multiplicity": 1, "lumo_energy_ev": -1.09}

(3)
{"formula": "C5H31N2O9", "method": "the ωB97M-V functional and the def2-TZVPD basis", "elements": ["N", "C", "C", "C", "O", "C", "N", "C", "H", "H", "H", "H", "H", "H", "H", "H", "H", "H", "H", "H", "H", "H", "H", "H", "H", "O", "H", "H", "O", "H", "H", "O", "H", "H", "O", "H", "H", "O", "H", "H", "O", "H", "H", "O", "H", "H", "O"], "xyz": [[2.35734, 0.23315, 0.21804], [1.73676, -0.74925, -0.70865], [0.48654, -1.29931, 0.01725], [-0.05633, -2.65267, -0.45566], [-0.61384, -3.53479, 0.56257], [1.20382, 0.14238, -2.07575], [1.19576, 1.52524, -1.69601], [2.03527, 2.37046, -2.64896], [1.71053, 0.75671, 0.85744], [2.68597, 1.05268, -0.31032], [3.09445, -0.10468, 0.85984], [2.45551, -1.58131, -0.84528], [0.58581, -1.22808, 1.06836], [-0.33477, -0.56724, -0.20706], [0.66430, -3.31499, -0.95021], [-0.87391, -2.42268, -1.11633], [-0.98838, -3.01727, 1.33804], [1.97858, -0.17771, -2.78212], [0.13080, -0.23032, -2.34873], [0.36832, 2.08457, -1.49376], [1.64220, 1.99820, -3.65809], [1.62361, 3.39816, -2.55547], [3.05931, 2.30857, -2.35812], [2.62425, -0.67672, 3.14009], [1.17973, 0.03485, 2.96919], [1.94225, -0.10007, 3.52553], [-3.98483, 2.43433, -0.27599], [-3.70790, 0.97797, -0.58409], [-3.29091, 1.74373, -0.14995], [-1.48262, 3.01507, -0.02650], [-1.32105, 4.46547, -0.53990], [-0.96066, 3.59223, -0.60487], [-2.62099, -1.42851, 2.37856], [-2.07923, -1.34606, 0.85169], [-1.85566, -1.46216, 1.80018], [-1.14786, -2.10763, -3.52969], [-2.14423, -1.50274, -2.55865], [-1.38178, -1.30387, -3.09729], [2.08390, 3.03747, 2.62346], [2.81780, 1.67825, 3.06143], [2.48724, 2.25356, 2.36604], [-0.98833, -0.05063, 2.04662], [-0.52741, 1.20804, 2.71008], [-0.20152, 0.61210, 1.96462], [-2.80408, -2.62922, -0.97255], [-3.35115, -2.81279, 0.33196], [-3.31474, -2.12006, -0.30041]], "homo_energy_ev": -11.943, "multiplicity": 1, "lumo_energy_ev": -2.56, "charge": 1}

(4)
{"formula": "C3H8NO2", "method": "the ωB97M-V functional and the def2-TZVPD basis", "elements": ["O", "C", "O", "H", "H", "C", "C", "N", "H", "H", "H", "H", "H", "H"], "xyz": [[0.96398, 1.32881, -0.05656], [0.05112, 2.08365, -0.24807], [-1.17196, 1.96198, 0.30619], [0.10864, 2.90449, -0.98040], [-1.82302, 2.09685, -0.39995], [-0.50775, -2.26113, -0.90481], [0.88595, -1.65723, 0.98225], [0.04863, -1.32704, 0.08902], [-1.57981, -2.33412, -0.77989], [-0.24277, -1.92185, -1.90084], [0.04228, -3.19379, -0.80133], [1.09076, -2.69685, 1.20568], [1.40825, -0.86983, 1.51024], [0.08394, -0.31888, -0.12819]], "homo_energy_ev": -15.467, "multiplicity": 1, "lumo_energy_ev": -4.77, "charge": 1}

(5)
{"formula": "C19H14Br2N2O3Ti", "method": "the ωB97M-V functional and the def2-TZVPD basis", "elements": ["Ti", "Br", "C", "C", "C", "C", "C", "C", "C", "C", "C", "C", "H", "H", "H", "H", "H", "H", "O", "C", "C", "C", "N", "C", "Br", "C", "H", "H", "H", "H", "O", "C", "C", "C", "C", "O", "N", "H", "H", "H", "H"], "xyz": [[11.83285, 9.32130, 6.20009], [14.09936, 10.15448, 5.35707], [14.65365, 10.03184, 7.22744], [15.97918, 10.14927, 7.48222], [16.47086, 10.36788, 8.81908], [15.60395, 10.28468, 9.89415], [14.20837, 10.16704, 9.65393], [13.32049, 10.18720, 10.72876], [11.94397, 9.99101, 10.52605], [11.44085, 9.86716, 9.24056], [12.31521, 9.73871, 8.09669], [13.69628, 9.98050, 8.28674], [16.62654, 10.22094, 6.59219], [17.56285, 10.49399, 8.93239], [15.80086, 10.54096, 10.89648], [13.73024, 10.35445, 11.73287], [11.31803, 9.80557, 11.42408], [10.35101, 9.80498, 9.05097], [5.85486, 10.94366, 5.47658], [7.11234, 10.52666, 5.87903], [7.42139, 9.42412, 6.69976], [8.74703, 9.17139, 7.01953], [9.77263, 9.79232, 6.36237], [9.42087, 10.74187, 5.52733], [10.87583, 11.60276, 4.60520], [8.17163, 11.27248, 5.30770], [5.11768, 10.31920, 5.80599], [6.66181, 8.77248, 7.15071], [9.04318, 8.48649, 7.75297], [8.00266, 12.11134, 4.64890], [11.80197, 6.43947, 8.57728], [11.70731, 6.35603, 7.38863], [11.33018, 5.10346, 6.55917], [11.02867, 5.58608, 5.12178], [11.52711, 7.02673, 5.19490], [11.61166, 7.95979, 4.35165], [11.84850, 7.43886, 6.50259], [10.50085, 4.62680, 7.14931], [12.19229, 4.36902, 6.60055], [9.96390, 5.54961, 4.89980], [11.67820, 4.91246, 4.44282]], "homo_energy_ev": [-10.238, -10.752], "multiplicity": 2, "lumo_energy_ev": [-3.73, -3.63], "charge": 1}

The calculation returns the following energy above the lowest of the compared OMol25 structures with the same formula, charge and spin values, one per record and in order: 213.8; 374.8; 103.5; 37.2; 14.2 kcal/mol.